1.
{
  "formula": "C7H6O3",
  "method": "ωB97M-V/def2-TZVPD",
  "orbital_gap_ha": 0.30510,
  "charge": 0,
  "spin_multiplicity": 1,
  "e_homo_ev": -8.0031,
  "species": ["C", "H", "O", "C", "H", "H", "C", "C", "C", "H", "H", "C", "O", "H", "O", "C"],
  "coordinates": [[0.542954, -0.173396, -0.706618], [0.771623, -2.425004, 1.721801], [1.495405, -2.359292, -0.601742], [0.706938, -1.357715, 0.012721], [2.132664, -1.766650, -1.088476], [-1.385498, 0.042065, 1.814104], [-1.156136, -0.788611, 3.437681], [0.203184, 2.024455, -2.154001], [-0.680731, -0.717052, 2.155481], [-1.750635, 1.576264, -1.934288], [0.515376, 1.906017, -3.149451], [0.349112, 0.800391, -1.368662], [-1.162664, 2.384382, -2.081548], [0.637180, 2.967862, -1.922962], [-1.538149, -0.598136, 4.517995], [0.319378, -1.515580, 1.347964]],
  "forces_ev_per_a": [[-0.691, -0.290, -0.192], [-0.384, -0.023, 0.655], [0.324, 2.358, 0.042], [-0.336, -0.994, 3.423], [-0.540, -1.466, 0.296], [0.482, 0.079, -1.120], [1.807, 0.110, -1.399], [-1.794, -0.336, 0.647], [-0.310, -0.718, 1.449], [1.420, 1.584, -0.461], [0.303, -0.850, -1.655], [1.348, 1.589, -0.469], [-2.447, -1.147, -0.005], [1.284, 0.282, 1.339], [-0.012, -0.509, -0.670], [-0.455, 0.330, -1.881]]
}

2.
{
  "formula": "C11H16IO4S2",
  "method": "ωB97M-V/def2-TZVPD",
  "orbital_gap_ha": 0.33287,
  "charge": 1,
  "spin_multiplicity": 1,
  "e_homo_ev": -13.0700,
  "species": ["C", "O", "C", "I", "H", "H", "C", "H", "O", "H", "H", "H", "H", "O", "H", "H", "H", "C", "C", "H", "C", "H", "S", "O", "C", "C", "C", "H", "H", "H", "S", "H", "C", "C"],
  "coordinates": [[-1.741210, 0.705924, 2.905295], [-0.678104, 0.622527, -1.347792], [-1.978503, -1.543596, 2.094866], [2.986647, 1.155661, 0.845939], [-3.446044, -0.028515, 1.911152], [-2.547817, -2.321557, 1.607465], [-0.495151, 0.414170, 3.395808], [2.103183, -1.656483, 1.633270], [0.231844, 0.793844, -3.627521], [-1.921690, -1.102370, -5.442887], [1.020965, 3.248003, -2.945898], [3.352168, -2.352334, 2.727194], [-0.297867, -2.834132, 2.457158], [-1.632631, 2.256615, -2.964243], [-2.122452, 1.709746, 3.024134], [-1.353100, 0.544498, -5.784910], [0.431362, -0.886456, -4.753897], [2.728422, -1.487680, 2.509499], [-0.041450, -0.860388, 3.219096], [-0.562588, -1.111188, -3.324270], [3.571381, -0.183915, 2.391426], [1.495792, -2.291245, 4.653618], [1.576683, -1.166848, 3.902940], [4.457489, -0.000087, 3.175503], [-0.736449, -1.851449, 2.574458], [-2.455474, -0.273877, 2.273840], [0.762755, 2.682932, -2.054311], [0.119284, 1.152461, 3.891897], [0.375852, 3.354238, -1.289923], [1.621633, 2.131625, -1.677691], [-0.517243, 1.537792, -2.441736], [-2.389287, 0.239457, -4.400244], [-1.574253, -0.171711, -4.993976], [-0.344149, -0.425662, -4.145259]],
  "forces_ev_per_a": [[0.098, 0.838, 0.191], [-0.197, -0.038, 0.088], [0.003, -0.938, -0.233], [0.085, -0.226, 0.308], [0.019, -0.033, -0.063], [-0.169, 0.156, -0.092], [0.366, 0.733, 0.371], [0.091, -0.088, 0.025], [0.131, 0.113, 0.194], [0.111, -0.030, -0.005], [-0.026, -0.036, -0.020], [0.117, 0.123, 0.122], [-0.133, -0.068, -0.025], [-0.233, -0.064, 0.238], [-0.171, -0.040, -0.065], [0.030, -0.062, -0.037], [0.193, 0.218, 0.110], [-0.589, 0.297, -0.280], [1.414, -0.844, 0.500], [0.031, 0.155, 0.121], [0.958, -0.532, 1.107], [-0.054, -0.182, -0.643], [0.184, 0.850, 0.359], [-0.983, 0.112, -1.088], [0.421, -0.759, -0.083], [-1.581, 0.527, -0.494], [0.114, 0.041, 0.056], [-0.078, 0.075, 0.063], [-0.074, -0.037, -0.010], [-0.022, 0.004, -0.110], [0.495, 0.069, -0.399], [0.000, -0.027, 0.006], [-0.124, 0.223, 0.122], [-0.427, -0.531, -0.337]]
}

3.
{
  "formula": "CH3OS",
  "method": "ωB97M-V/def2-TZVPD",
  "orbital_gap_ha": 0.24676,
  "charge": -1,
  "spin_multiplicity": 1,
  "e_homo_ev": -2.6159,
  "species": ["H", "C", "H", "H", "S", "O"],
  "coordinates": [[1.887031, -0.216061, -0.130295], [-0.981126, -0.024977, 0.383452], [0.049215, 0.117827, 0.710255], [-1.354140, -1.034140, 0.165607], [2.034794, 0.179420, -1.420711], [-1.635775, 0.977929, 0.291690]],
  "forces_ev_per_a": [[0.202, 0.081, -0.358], [0.797, 0.955, 0.279], [0.335, -0.675, 0.045], [-0.130, -0.121, -0.155], [-0.126, -0.192, 0.383], [-1.078, -0.049, -0.194]]
}

4.
{
  "formula": "C14H22NS2",
  "method": "ωB97M-V/def2-TZVPD",
  "orbital_gap_ha": 0.29773,
  "charge": 1,
  "spin_multiplicity": 1,
  "e_homo_ev": -12.2157,
  "species": ["H", "C", "C", "C", "H", "S", "H", "H", "H", "C", "H", "C", "H", "H", "H", "C", "H", "C", "H", "H", "C", "C", "C", "H", "C", "C", "H", "H", "H", "H", "C", "H", "H", "H", "N", "H", "H", "S", "C"],
  "coordinates": [[0.609339, -3.705863, 0.090614], [-2.648079, 2.617374, 0.758426], [-3.119954, 1.230840, 0.368444], [0.189840, -0.636543, -3.538438], [0.019260, 0.133896, 3.871626], [0.111122, 2.096884, 0.647249], [2.242855, -3.617856, -0.646710], [-2.527408, 3.282248, -0.113336], [-1.461989, 1.848919, 2.433069], [0.137284, 0.551437, -1.437009], [-1.587407, -0.432114, -2.303875], [1.465115, -1.713790, -0.077480], [3.068499, 1.153677, -3.083341], [-3.440863, 3.064349, 1.383025], [1.725022, 2.058126, -1.204681], [2.067627, 0.756279, -2.889036], [-0.282641, -1.764486, 0.984750], [-1.393129, 2.562859, 1.601206], [0.986162, 0.632836, 1.853339], [-1.097897, 3.545617, 1.967768], [0.946867, -0.460598, 2.024387], [1.347159, 1.206335, -1.779929], [1.504045, -0.190966, -3.746216], [-3.799410, 0.864611, 1.146852], [0.117542, -0.771612, 3.249057], [-0.524107, -0.217799, -2.422711], [1.992635, -0.798674, 2.132547], [2.085537, -0.578197, -4.591081], [0.666154, -1.511080, 3.845540], [2.411703, -1.167432, 0.059675], [-0.403270, 0.625510, -0.071970], [-0.279460, -1.313166, -4.253251], [-0.891279, -1.165365, 3.047051], [-3.635798, 1.204322, -0.597754], [0.458325, -1.085903, 0.776171], [2.045285, -3.423950, 1.123457], [1.197224, -1.540828, -1.125513], [-1.890028, -0.123378, 0.366490], [1.588121, -3.216518, 0.151591]],
  "forces_ev_per_a": [[0.181, 0.044, -0.032], [-0.109, 0.430, 0.048], [-0.526, -0.619, -0.219], [0.106, 0.279, -0.325], [-0.069, -0.415, -0.192], [-1.176, 0.656, 0.433], [-0.380, 0.030, 0.521], [0.143, -0.354, 0.312], [-0.193, 0.351, -0.092], [-0.077, -0.075, -1.126], [0.469, -0.431, 0.131], [0.382, 0.193, -0.661], [-0.469, -0.048, -0.018], [0.291, -0.039, -0.263], [0.070, -0.671, -0.015], [-0.241, 0.247, -0.005], [0.092, 0.449, -0.169], [0.965, -0.199, 0.298], [0.269, -0.759, 0.359], [-0.176, -0.034, 0.207], [0.878, -0.537, -0.424], [0.083, -0.715, -0.136], [-0.014, -0.382, 0.062], [-0.075, 0.037, -0.309], [0.109, -0.158, 0.871], [0.575, 0.086, 0.348], [-0.416, 0.198, 0.249], [-0.303, 0.225, 0.342], [-0.402, 0.085, 0.043], [-0.233, -0.343, 0.090], [0.482, 0.462, -1.323], [0.121, 0.291, 0.106], [0.398, 0.247, -0.077], [0.046, 0.157, 0.296], [0.381, 1.012, 0.501], [-0.108, -0.134, -0.117], [-0.120, -0.071, 0.199], [-1.494, 0.307, 0.250], [0.541, 0.199, -0.164]]
}

5.
{
  "formula": "C29H48BClN6O2Pt",
  "method": "ωB97M-V/def2-TZVPD",
  "orbital_gap_ha": [0.22214, 0.22212],
  "charge": 2,
  "spin_multiplicity": 1,
  "e_homo_ev": [-15.1684, -15.1683],
  "species": ["C", "H", "H", "H", "H", "C", "H", "H", "H", "H", "C", "C", "H", "C", "H", "H", "C", "H", "C", "H", "C", "H", "H", "H", "H", "H", "H", "H", "C", "C", "C", "N", "C", "H", "C", "H", "C", "C", "C", "C", "C", "H", "H", "H", "H", "Cl", "N", "H", "C", "H", "H", "H", "H", "N", "H", "C", "H", "H", "C", "C", "C", "C", "H", "H", "C", "C", "C", "O", "C", "B", "H", "H", "H", "H", "Pt", "H", "N", "N", "H", "O", "H", "H", "H", "H", "C", "N", "H", "H"],
  "coordinates": [[3.222170, 2.127959, -2.631226], [-3.802653, -2.665966, 2.824175], [-3.722113, -0.975965, 2.311802], [3.525377, -4.058847, -0.336089], [-0.057237, 1.535499, -2.151815], [1.647745, 4.671671, -0.074773], [2.408624, 2.653872, -2.131826], [-3.548841, -4.149242, -0.601745], [-3.625945, 0.019686, -3.668080], [2.418754, 4.022216, -0.491023], [-3.221100, -3.885246, 0.403522], [-3.134036, 2.005449, -3.128005], [3.223738, -2.317726, 3.051400], [-3.509658, -2.404597, 0.687690], [-0.645234, 3.000880, 4.559055], [3.678333, -4.328602, 1.401506], [-1.104100, 0.297835, 4.213779], [-2.264122, -1.941571, 2.428051], [-2.425661, -0.155438, -2.026182], [-4.332988, -1.218009, -1.759107], [3.247612, -0.936975, -1.317252], [-0.936330, -5.077856, 3.465167], [-2.166410, -4.124422, 0.473858], [-2.114164, 0.614488, -5.373740], [-1.282706, -0.635784, -4.452336], [-2.266116, 2.616132, -2.892971], [1.702807, -1.840501, 2.349072], [-1.073737, 0.065839, 5.277296], [-3.314656, -1.972598, 2.139672], [0.208698, 2.343406, 4.727668], [3.119982, -3.788297, 0.638766], [1.189181, -0.136096, -1.289892], [2.350535, -0.097743, -1.966807], [0.342434, 3.701556, 2.510422], [-0.246124, -4.995933, 2.629851], [4.330873, -2.058272, 0.785443], [-0.152275, 4.080742, -1.739297], [2.744545, 0.760552, -3.136141], [0.116149, 1.527613, 2.377520], [-2.730545, 0.541862, -3.322984], [2.800411, -1.754853, 2.220445], [1.042193, 0.520609, 3.985011], [2.258013, 1.198627, -5.175647], [1.880114, 4.830322, 0.977017], [-3.773464, -4.506660, 1.109337], [1.371403, -5.480752, 3.186397], [-0.005872, 0.726114, 1.282986], [4.052334, 2.031051, -1.930911], [-3.337127, -0.999418, -1.410403], [-3.872420, 2.118776, -2.333575], [-2.009619, 0.876392, 4.017421], [1.702146, 5.633663, -0.582257], [0.185390, 2.025375, 5.768310], [1.344216, -0.998189, -0.248802], [-3.570521, 2.384172, -4.051212], [-2.776983, -1.493837, -0.254875], [-0.452276, 4.737237, 0.245122], [3.555632, 2.734221, -3.472778], [-0.160028, -3.568301, 2.197554], [0.132484, 1.111457, 3.824477], [-1.670288, 0.383155, -4.406177], [0.244105, 2.814452, 1.910910], [-0.843616, 1.070412, -4.251878], [4.270636, -1.117814, -1.603619], [0.244948, 4.070689, -0.272070], [2.619522, -1.468646, -0.213221], [0.146108, 2.789484, 0.522588], [-0.190402, -2.609780, 2.997972], [1.733478, 0.906334, -4.267193], [-0.056885, 0.779114, -1.251414], [0.535404, 3.517013, -2.367633], [-1.180902, -0.648706, 3.693800], [1.204862, -0.024819, -4.469486], [-4.562346, -2.247895, 0.449732], [-0.061214, -1.261291, 1.080918], [2.086916, -4.114219, 0.670311], [-1.523035, -0.950689, -0.192675], [-1.322816, -0.113139, -1.257999], [1.006409, 1.686799, -4.047881], [-0.056892, -3.265692, 0.941687], [-0.541338, -5.634994, 1.803000], [3.618812, 0.246713, -3.542189], [-0.140807, 5.111806, -2.090194], [1.127244, 2.910417, 4.578413], [3.264662, -2.279175, 0.861698], [-0.013509, 1.507837, 0.143171], [-1.158447, 3.695253, -1.879261], [3.052569, -0.700168, 2.340688]],
  "forces_ev_per_a": [[0.003, -0.055, 0.029], [-0.030, 0.007, -0.022], [-0.027, -0.009, -0.009], [0.028, -0.001, 0.015], [-0.052, -0.043, 0.028], [0.018, -0.075, 0.003], [0.020, 0.002, -0.035], [0.003, -0.003, 0.007], [0.010, -0.057, 0.030], [-0.009, 0.022, -0.009], [-0.122, 0.045, 0.047], [0.008, -0.055, 0.054], [-0.082, -0.046, 0.018], [0.339, -0.040, 0.238], [-0.005, -0.007, 0.026], [-0.001, 0.001, -0.003], [-0.047, 0.108, -0.040], [0.070, -0.070, 0.028], [-0.100, -0.015, -0.037], [0.014, -0.018, -0.008], [0.021, 0.017, -0.065], [-0.021, -0.014, -0.008], [0.110, -0.016, 0.011], [0.008, 0.010, -0.004], [-0.001, 0.008, -0.006], [-0.014, -0.010, -0.030], [-0.071, -0.019, 0.075], [0.007, 0.019, 0.004], [-0.046, -0.003, -0.028], [0.165, -0.016, 0.001], [0.063, 0.061, 0.003], [-0.108, -0.064, -0.111], [0.122, -0.016, 0.003], [0.014, -0.001, -0.006], [0.131, -0.005, -0.038], [-0.001, 0.105, -0.021], [-0.015, -0.045, 0.024], [0.028, 0.111, -0.041], [0.207, 0.055, -0.154], [-0.054, 0.132, -0.051], [0.140, 0.128, -0.151], [-0.076, -0.125, 0.023], [-0.001, 0.017, 0.000], [-0.013, 0.011, 0.001], [-0.009, 0.021, -0.020], [-0.033, -0.007, 0.046], [-0.240, 0.084, 0.287], [-0.011, 0.007, 0.008], [-0.065, 0.037, -0.019], [0.001, 0.012, -0.008], [0.014, -0.002, 0.029], [0.006, 0.004, 0.004], [0.005, 0.001, 0.001], [0.124, -0.147, -0.207], [0.016, 0.013, -0.005], [0.132, -0.020, -0.154], [-0.021, -0.016, 0.005], [-0.006, 0.009, 0.002], [-0.159, 0.180, 0.015], [-0.079, -0.140, -0.026], [0.005, -0.018, 0.017], [-0.265, 0.101, 0.021], [-0.061, -0.034, 0.010], [-0.002, 0.007, 0.014], [0.055, 0.060, -0.017], [0.021, 0.046, -0.082], [0.069, 0.052, -0.016], [-0.300, 0.072, 0.047], [-0.011, -0.037, 0.053], [-0.064, 0.321, 0.123], [-0.017, 0.040, -0.008], [0.012, -0.127, -0.104], [0.020, 0.011, -0.015], [-0.004, 0.067, -0.046], [0.698, 0.566, 0.165], [-0.040, -0.020, -0.010], [-0.447, -0.249, 0.060], [0.228, -0.210, 0.037], [0.038, -0.003, -0.004], [-0.129, -0.459, -0.135], [-0.009, -0.008, 0.001], [-0.015, -0.053, 0.010], [-0.015, 0.006, 0.006], [-0.012, 0.016, -0.022], [-0.295, -0.125, 0.136], [0.175, -0.095, -0.010], [0.017, 0.028, 0.007], [0.039, -0.018, 0.020]]
}

6.
{
  "formula": "C4H11NO6PS2",
  "method": "ωB97M-V/def2-TZVPD",
  "orbital_gap_ha": 0.34500,
  "charge": -1,
  "spin_multiplicity": 1,
  "e_homo_ev": -6.0659,
  "species": ["C", "H", "O", "C", "S", "H", "H", "H", "H", "P", "H", "H", "N", "H", "O", "O", "C", "H", "H", "H", "C", "S", "O", "O", "O"],
  "coordinates": [[2.542972, -0.987366, -0.505689], [0.354526, -0.027324, -0.987150], [-1.015614, 2.240248, 2.044225], [1.030230, 0.813684, -0.983567], [-3.133336, 0.592770, -0.152702], [2.130669, -0.426061, 1.532789], [3.529617, -1.255735, -0.867712], [-2.149784, -1.899246, 0.833800], [3.313249, -1.731401, 1.378353], [-2.315369, -1.396887, -0.462025], [0.359795, 2.764129, -0.411803], [1.381639, 1.997307, 0.815038], [-1.936725, 1.618093, -0.228963], [1.826151, -1.575185, -1.068086], [-3.959429, 0.781899, -1.309269], [-1.121619, -1.472288, -1.321064], [2.399710, -1.309824, 0.978770], [0.968208, 1.287117, -1.954852], [1.624942, -2.043795, 1.149178], [-3.405032, -2.040629, -1.070488], [0.616579, 1.835912, 0.074924], [-0.856630, 1.359746, 0.936963], [-0.726456, -0.041954, 1.284989], [-3.841886, 0.524113, 1.092333], [2.383593, 0.392677, -0.797992]],
  "forces_ev_per_a": [[-0.144, 0.208, 0.064], [-0.142, -0.303, -0.001], [-0.075, 0.955, 0.890], [0.476, 0.194, 0.245], [-0.405, -0.014, -0.644], [-0.035, 0.300, 0.222], [0.261, 0.013, -0.043], [-0.372, -0.249, -0.001], [0.333, 0.057, 0.196], [0.251, 0.480, 0.290], [-0.003, 0.472, 0.119], [0.318, 0.006, 0.260], [0.140, -0.676, 0.511], [-0.245, -0.059, -0.267], [-0.411, 0.117, -0.975], [0.610, -0.326, -0.609], [0.052, -0.318, -0.154], [0.029, 0.078, -0.328], [-0.340, -0.124, 0.038], [-0.335, -0.040, 0.317], [-0.344, -0.262, -0.452], [0.500, 0.243, -0.490], [-0.045, -0.529, -0.039], [-0.070, -0.157, 0.945], [-0.005, -0.067, -0.097]]
}

The evaluated max |F| for the records listed, in turn: 3.580 1.738 1.275 1.545 0.913 1.308 eV/Å.
The evaluated total energy for the records listed, in turn: -13493.8847 -49619.0785 -13968.3978 -38027.7056 -60319.4617 -49061.5568 eV.